(1)
Here is C7H8N2O2 in the gas phase in a non-equilibrium geometry from OMol25. Energies are from wB97M-V/def2-TZVPD.

Structure (XYZ):
```
19
Properties=species:S:1:pos:R:3
N 1.63029 2.18079 0.10415
C 1.26264 0.83626 -0.23228
C 2.21324 -0.12022 -0.64475
C 1.78235 -1.40399 -0.32421
C 0.44290 -1.82948 0.03634
C -0.27236 -0.68937 0.15030
C -1.80449 -0.75706 0.64783
C -2.80047 0.09466 -0.22968
O -3.87095 -0.12544 -0.86055
O -2.45763 1.43672 -0.05129
N 0.15240 0.58758 0.14603
H 0.68601 2.75144 0.27888
H 2.41209 2.66827 -0.36104
H 3.33800 -0.03748 -0.64694
H 2.49821 -2.24549 -0.54904
H 0.21637 -2.93382 0.12917
H -1.93221 -0.05925 1.54461
H -2.11693 -1.79228 0.88717
H -1.37946 1.43815 -0.02470
```

Values from the calculation:
- Kohn-Sham gap: 9.65 eV
- HOMO: -0.344 hartree
- Structure (SMILES): Nc1cccc(CC(=O)O)n1
- Multiplicity: 1

=====

(2)
Here is 2 unconnected molecules or ions with the total composition C7H8N2O3 in a non-equilibrium geometry from OMol25. Energies are from wB97M-V/def2-TZVPD.

Structure (XYZ):
```
20
Properties=species:S:1:pos:R:3
C -2.79486 -1.25425 2.30657
C -1.56120 -1.25542 2.33719
C -0.10691 -1.33036 2.28000
O 0.49496 -2.18029 1.65698
N 0.54687 -0.41140 3.07668
O -0.11265 0.78592 3.34058
H -3.82413 -1.24259 2.28265
H 1.53197 -0.27914 2.80360
H -0.33683 0.73810 4.28539
C 0.91662 1.18698 0.21625
C 0.89936 1.52916 -0.94181
C 0.89647 1.93569 -2.35599
N 0.89946 0.82472 -3.28232
C -0.21032 0.36041 -3.90597
O -0.26056 -0.65654 -4.56949
H 0.92281 0.90694 1.20680
H -0.00264 2.54244 -2.56494
H 1.75885 2.58489 -2.55344
H 1.70259 0.20364 -3.28796
H -1.08589 1.02653 -3.77465
```

Values from the calculation:
- Kohn-Sham gap: 10.31 eV
- HOMO: -0.367 hartree
- Structure (SMILES): C#CC(=O)NO.C#CCNC=O
- Multiplicity: 1

=====

(3)
Here is C7H8N2O3 in the gas phase in a non-equilibrium geometry from OMol25. Energies are from wB97M-V/def2-TZVPD.

Structure (XYZ):
```
20
Properties=species:S:1:pos:R:3
N -0.70408 -1.96571 3.03971
C -0.21439 -1.75372 2.02614
C 0.26074 -1.40743 0.71018
C -0.42399 -0.15041 0.12446
C 0.07692 1.04664 0.88632
C -0.13495 2.16708 -0.22705
C 0.25081 1.58629 -1.54485
C 0.27230 0.12308 -1.29835
O 0.81570 -0.66807 -1.98866
N -0.13157 -2.67077 -0.08834
O 0.65587 -3.59677 -0.18724
O -1.24889 -2.59956 -0.46928
H 1.37662 -1.21710 0.66923
H -1.49936 -0.32377 -0.10345
H 1.19256 0.82684 1.10760
H -0.46676 1.42958 1.85956
H 0.64498 3.01130 -0.00869
H -1.11648 2.50124 -0.23567
H 1.07173 2.07383 -2.01283
H -0.67774 1.58744 -2.25877
```

Values from the calculation:
- Kohn-Sham gap: 10.32 eV
- HOMO: -0.377 hartree
- Structure (SMILES): N#C[C@H]([C@H]1CCCC1=O)[N+](=O)[O-]
- Multiplicity: 1

=====

(4)
Here is 2 unconnected molecules or ions with the total composition C7H8N3 in a non-equilibrium geometry from OMol25. Energies are from wB97M-V/def2-TZVPD.

Structure (XYZ):
```
18
Properties=species:S:1:pos:R:3
C -3.73603 -0.16320 -0.11368
C -3.18567 1.11050 -0.27166
C -2.87035 -1.29355 0.00170
C -1.81202 1.32590 -0.13883
C -1.52254 -1.08461 0.06512
C -0.98142 0.19445 0.09242
C 4.56449 -0.54881 -0.33279
N 1.46695 0.56729 0.42365
N 5.42521 0.19073 0.19500
N 0.35650 0.34880 0.31251
H -4.76824 -0.13851 -0.05324
H -3.66543 2.05754 -0.41628
H -3.11690 -2.36291 0.02755
H -1.53259 2.28405 -0.11771
H -1.04337 -2.03395 0.22452
H 4.89652 -1.43080 -0.72924
H 6.47263 -0.07148 0.18378
H 5.05225 1.04859 0.64719
```

Values from the calculation:
- Kohn-Sham gap (alpha / beta): 5.12 / 5.12 eV
- HOMO (alpha / beta): -0.393 / -0.393 hartree
- Multiplicity: 1
- Charge: +1

=====

(5)
Here is C7H8N4 in the gas phase in a non-equilibrium geometry from OMol25. Energies are from wB97M-V/def2-TZVPD.

Structure (XYZ):
```
19
Properties=species:S:1:pos:R:3
C 0.22394 -0.63491 -0.15883
C -2.81533 1.36951 1.76357
C -2.46920 2.17606 0.73139
C -2.24197 0.09913 1.90539
C -0.77160 0.83772 0.23203
C 3.22573 -1.10536 -1.19373
C 1.91518 -0.98908 -1.93172
N -0.43463 -1.16296 0.91042
N -1.38456 1.96266 -0.03351
N -1.26629 -0.08689 1.08565
N 0.96977 -1.27880 -0.88739
H -3.61281 1.64476 2.30748
H -3.06923 3.00764 0.47044
H -2.65024 -0.64612 2.58857
H 4.13889 -1.29468 -1.74329
H 3.30747 -0.16760 -0.55144
H 3.24641 -1.90555 -0.40365
H 1.87358 -0.06641 -2.45109
H 1.81489 -1.75911 -2.64028
```

Values from the calculation:
- Kohn-Sham gap: 7.92 eV
- HOMO: -0.288 hartree
- Multiplicity: 1

=====

(6)
Here is a molecular structure, C7H8N4O3 in a non-equilibrium geometry from OMol25. Energies are from wB97M-V/def2-TZVPD.

Structure (XYZ):
```
22
Properties=species:S:1:pos:R:3
C 2.38157 -1.89853 0.95254
C 3.22854 -0.88209 0.52736
C 1.04107 -1.60839 1.10649
C 2.72824 0.22388 -0.03472
C 0.44854 -0.40145 0.66794
C 1.35898 0.53499 0.06241
C -3.71161 0.88245 -1.63042
N -2.69852 0.26660 -0.72696
N -1.52423 0.45489 -0.77517
N -0.88304 -0.17164 0.84492
N 0.92754 1.95020 -0.16788
O -0.20845 2.24697 0.09301
O 1.79015 2.72182 -0.46892
O -1.65489 -1.23855 1.24018
H 2.86290 -2.79268 1.26984
H 4.27033 -0.92080 0.41026
H 0.45391 -2.31972 1.46394
H 3.47281 0.86428 -0.40809
H -4.01070 -0.02349 -2.13978
H -3.38789 1.64246 -2.20738
H -4.42156 1.31418 -0.96670
H -2.46370 -0.84538 0.88715
```

Values from the calculation:
- Kohn-Sham gap (alpha / beta): 7.56 / 7.56 eV
- HOMO (alpha / beta): -0.294 / -0.294 hartree
- Multiplicity: 1

=====

(7)
Here is 2 unconnected molecules or ions with the total composition C7H8N4S in a non-equilibrium geometry from OMol25. Energies are from wB97M-V/def2-TZVPD.

Structure (XYZ):
```
20
Properties=species:S:1:pos:R:3
C -0.95090 4.47081 -0.66732
C -0.15750 3.24344 -0.45263
C -1.58740 4.36892 -1.83038
C -0.19500 2.42776 -1.55168
C 0.21437 -1.62962 -0.46912
C -2.08606 -0.84257 -0.40015
C -1.03499 -1.73721 -1.09718
N 0.53493 1.33803 -1.74176
N 1.18518 -1.56467 0.12175
N 0.57533 0.51024 -2.59001
N 0.58013 -0.26201 -3.41610
S -1.18428 3.02692 -2.83727
H -1.19017 5.33424 -0.12295
H 0.10434 2.94474 0.50875
H -2.29811 5.03501 -2.33667
H -2.22169 -1.03023 0.59957
H -3.14100 -0.89326 -0.90301
H -1.82819 0.18352 -0.63641
H -0.88564 -1.52187 -2.16267
H -1.47066 -2.78711 -1.12019
```

Values from the calculation:
- Kohn-Sham gap (alpha / beta): 5.87 / 7.10 eV
- <S²>: 2.038
- HOMO (alpha / beta): -0.193 / -0.351 hartree
- Multiplicity: 3

=====

(8)
Here is a gas-phase ion, C7H8NO3 (charge -1) in a non-equilibrium geometry from OMol25. Energies are from wB97M-V/def2-TZVPD.

Structure (XYZ):
```
19
Properties=species:S:1:pos:R:3
C -1.14263 -0.70864 0.92327
C 1.06603 -0.22349 1.50230
C -0.49855 1.61505 1.18573
C -0.72134 -2.67116 -0.50635
C -1.14019 -1.40642 -0.40843
C -1.72596 -0.70817 -1.65108
C 1.65078 2.19755 2.02913
N 0.75353 1.12382 1.52915
O 2.08241 -0.67660 1.92399
O -0.79333 2.80817 1.18304
O -1.35442 0.69812 0.82433
H -0.61497 -3.14722 -1.50774
H -0.40348 -3.32386 0.22111
H -2.83325 -0.79952 -1.73682
H -1.36980 -0.88011 -2.65776
H -1.60572 0.47697 -1.55062
H 2.48830 1.55986 2.28001
H 1.71231 2.96077 1.29098
H 1.21006 2.67710 2.98736
```

Values from the calculation:
- Kohn-Sham gap (alpha / beta): 6.44 / 6.44 eV
- HOMO (alpha / beta): -0.097 / -0.097 hartree
- Multiplicity: 1
- Charge: -1

=====

(9)
Here is 2 unconnected molecules or ions with the total composition C7H8NS in a non-equilibrium geometry from OMol25. Energies are from wB97M-V/def2-TZVPD.

Structure (XYZ):
```
17
Properties=species:S:1:pos:R:3
C -0.89394 1.83075 0.09937
C 0.01878 1.71538 1.19227
C -0.60149 1.00459 -1.09569
C 1.15075 0.92069 1.06094
C 0.58781 0.30558 -1.06019
C -1.18840 -2.90129 0.48380
C -2.04940 -2.13325 0.10392
N 1.35723 0.21769 0.01277
S 2.63214 -0.82979 0.01016
H -1.71609 2.55016 0.06978
H -0.09935 2.41645 2.05268
H -1.09768 1.03133 -2.10707
H 1.76900 0.77593 1.82819
H 0.71286 -0.42764 -1.87818
H -0.30171 -3.40990 0.67060
H 2.74692 -1.06750 -1.23769
H -3.02743 -1.99918 -0.20566
```

Values from the calculation:
- Kohn-Sham gap (alpha / beta): 6.98 / 5.16 eV
- <S²>: 2.013
- HOMO (alpha / beta): -0.395 / -0.506 hartree
- Multiplicity: 3
- Charge: +1

=====

(10)
Here is C7H8O in the gas phase in a non-equilibrium geometry from OMol25. Energies are from wB97M-V/def2-TZVPD.

Structure (XYZ):
```
16
Properties=species:S:1:pos:R:3
C 2.27442 -0.43759 0.01148
C 0.96420 -0.43572 -0.19757
C 0.15752 0.79031 -0.73811
C -0.69675 1.50075 0.45574
C -1.35223 0.49229 -0.42193
C -1.41496 -0.84264 0.23274
O -1.03332 -1.97231 -0.56363
C -0.07281 -1.45064 0.22980
H 2.99578 0.49090 0.00445
H 2.73145 -1.44613 -0.15091
H 0.81936 1.54824 -1.38530
H -0.99768 2.51300 0.15652
H -0.25952 1.38648 1.42893
H -2.03800 0.89684 -1.17555
H -2.30516 -1.05383 0.94778
H 0.22770 -1.97996 1.16557
```

Values from the calculation:
- Kohn-Sham gap: 9.84 eV
- HOMO: -0.322 hartree
- Structure (SMILES): C=C1[C@@H]2C[C@@H]2[C@H]2O[C@@H]12
- Multiplicity: 1

=====

(11)
Here is C7H8O in the gas phase in a non-equilibrium geometry from OMol25. Energies are from wB97M-V/def2-TZVPD.

Structure (XYZ):
```
16
Properties=species:S:1:pos:R:3
C -2.78318 1.47710 -0.05449
C -1.64992 1.00485 0.20052
C -0.39921 0.36880 0.27282
C -0.27136 -1.23952 -0.17448
C 1.13447 -1.38093 -0.68104
O 1.60070 -0.07397 -0.99667
C 0.99790 0.87951 -0.32900
C 0.76361 0.73385 1.12287
H -3.89472 1.74965 -0.05347
H -1.05603 -1.39641 -0.91552
H -0.48531 -1.75565 0.74628
H 1.39687 -1.99510 -1.63027
H 2.01100 -1.80559 -0.10827
H 1.23332 1.86212 -0.68800
H 1.10602 -0.03902 1.75903
H 0.29584 1.61032 1.52969
```

Values from the calculation:
- Kohn-Sham gap: 9.33 eV
- HOMO: -0.306 hartree
- Structure (SMILES): C#C[C@@]12CCO[C@@H]1C2
- Multiplicity: 1

=====

(12)
Here is 2 unconnected molecules or ions with the total composition C7H8O in a non-equilibrium geometry from OMol25. Energies are from wB97M-V/def2-TZVPD.

Structure (XYZ):
```
16
Properties=species:S:1:pos:R:3
C 0.98329 -0.37993 0.08230
C -0.01230 -0.05382 1.37951
C -1.14015 0.13278 0.39460
C -0.66879 1.17232 -0.52185
C 0.65963 0.98000 -0.70064
C -1.10291 -1.20645 -0.34910
C 0.09875 -1.37078 -0.61759
H 2.62310 0.84219 -0.16298
H -0.03260 -0.86803 2.06472
H 0.16731 0.85960 2.07070
H -2.12965 0.44039 0.83803
H -1.32580 1.77223 -0.97737
H 1.28132 1.76893 -1.18870
H -2.12481 -1.58383 -0.82257
H 0.31653 -2.06197 -1.58101
O 2.40707 -0.44364 0.09197
```

Values from the calculation:
- Kohn-Sham gap: 9.46 eV
- HOMO: -0.332 hartree
- Multiplicity: 1

=====

Energy relative to the best compared isomer or geometry (same formula, charge and spin) readings, ordered: 234.7; 571.9; 461.3; 342.0; 485.9; 701.9; 230.8; 324.0; 255.2; 426.5; 474.4; 599.0 kJ/mol